No. 1
{
  "formula": "C40H30IN7PSrTe",
  "method": "ωB97M-V with the def2-TZVPD basis set",
  "total_charge": -1,
  "multiplicity": 1,
  "lumo_ev": [1.8600, 1.8600],
  "gap_ev": [4.3, 4.3],
  "symbols": ["Sr", "N", "C", "N", "C", "N", "C", "C", "N", "C", "C", "N", "H", "H", "H", "H", "H", "C", "C", "C", "C", "C", "C", "N", "N", "C", "C", "C", "C", "C", "C", "H", "H", "H", "H", "H", "H", "H", "H", "H", "I", "C", "C", "C", "C", "C", "C", "C", "C", "C", "P", "C", "C", "C", "C", "C", "C", "C", "C", "C", "C", "C", "C", "C", "H", "H", "H", "H", "H", "H", "H", "H", "H", "H", "H", "H", "H", "H", "H", "H", "Te"],
  "positions_angstrom": [[0.880, -0.222, 0.076], [3.889, -2.645, -2.578], [2.735, -2.895, -1.953], [2.117, -1.766, -1.731], [2.967, -0.808, -2.200], [4.046, -1.318, -2.771], [2.744, 0.647, -2.138], [3.794, 1.482, -2.657], [3.647, 2.758, -2.824], [2.426, 3.263, -2.470], [1.364, 2.448, -2.218], [1.474, 1.097, -2.187], [4.601, -3.286, -2.878], [2.384, -3.881, -1.695], [4.757, 1.036, -2.871], [2.314, 4.340, -2.483], [0.370, 2.868, -2.094], [-2.105, -4.036, -3.633], [-1.534, -2.774, -3.573], [-1.221, -2.210, -2.345], [-1.487, -2.903, -1.170], [-2.051, -4.177, -1.228], [-2.358, -4.735, -2.457], [-1.112, -2.260, 0.053], [-1.513, -2.836, 1.081], [-1.090, -2.294, 2.329], [-1.662, -2.957, 3.424], [-1.271, -2.603, 4.700], [-0.297, -1.615, 4.850], [0.238, -0.974, 3.740], [-0.140, -1.264, 2.418], [-2.345, -4.480, -4.591], [-1.320, -2.227, -4.482], [-0.760, -1.230, -2.303], [-2.235, -4.709, -0.306], [-2.794, -5.725, -2.501], [-2.390, -3.742, 3.251], [-1.696, -3.097, 5.566], [0.041, -1.345, 5.845], [0.993, -0.211, 3.917], [-2.601, 0.656, -0.168], [-3.097, 2.631, -0.641], [-3.880, 2.728, -1.761], [-4.488, 3.940, -2.133], [-4.347, 5.022, -1.322], [-3.543, 4.957, -0.158], [-3.481, 6.099, 0.675], [-2.730, 6.089, 1.809], [-1.943, 4.961, 2.092], [-1.926, 3.838, 1.302], [-0.568, 2.619, 1.717], [0.866, 3.751, 1.789], [0.939, 4.908, 1.011], [2.110, 5.645, 0.954], [3.229, 5.234, 1.666], [3.178, 4.068, 2.410], [2.009, 3.323, 2.461], [-1.035, 2.338, 3.474], [-2.015, 1.375, 3.718], [-2.473, 1.140, 5.004], [-1.940, 1.847, 6.072], [-0.952, 2.792, 5.844], [-0.506, 3.041, 4.553], [-2.822, 3.771, 0.181], [-4.062, 1.844, -2.357], [-5.093, 3.983, -3.029], [-4.846, 5.957, -1.547], [-4.058, 6.972, 0.391], [-2.694, 6.949, 2.465], [-1.282, 5.004, 2.949], [0.080, 5.236, 0.439], [2.154, 6.534, 0.336], [4.150, 5.798, 1.603], [4.063, 3.696, 2.907], [2.011, 2.376, 2.985], [-2.405, 0.786, 2.899], [-3.224, 0.378, 5.172], [-2.285, 1.652, 7.081], [-0.522, 3.341, 6.673], [0.266, 3.782, 4.390], [3.852, 0.713, 0.624]]
}

=====

No. 2
{
  "formula": "C40H31BrInN4O7S2",
  "method": "ωB97M-V with the def2-TZVPD basis set",
  "total_charge": 1,
  "multiplicity": 1,
  "lumo_ev": -3.4133,
  "gap_ev": 7.3,
  "symbols": ["In", "C", "C", "C", "C", "C", "C", "C", "S", "O", "O", "N", "C", "C", "C", "C", "C", "C", "C", "C", "N", "C", "H", "H", "H", "H", "H", "H", "H", "H", "H", "H", "H", "H", "H", "O", "S", "C", "C", "C", "C", "C", "C", "C", "C", "C", "C", "C", "C", "H", "H", "H", "H", "H", "H", "H", "H", "H", "H", "O", "C", "O", "C", "C", "C", "C", "C", "C", "N", "O", "O", "H", "H", "H", "H", "Br", "C", "C", "C", "N", "C", "C", "H", "H", "H", "H"],
  "positions_angstrom": [[0.092, -0.819, 0.217], [-2.024, -2.418, 8.493], [-1.838, -2.025, 7.064], [-2.401, -0.856, 6.558], [-2.232, -0.510, 5.228], [-1.488, -1.335, 4.405], [-0.910, -2.498, 4.880], [-1.089, -2.833, 6.209], [-1.287, -0.879, 2.706], [-2.000, 0.357, 2.462], [-1.627, -1.998, 1.857], [0.290, -0.695, 2.415], [1.188, 0.190, 2.922], [1.020, 0.992, 4.033], [2.070, 1.796, 4.495], [3.289, 1.820, 3.869], [3.510, 1.016, 2.733], [4.745, 0.919, 2.060], [4.873, 0.067, 0.994], [3.742, -0.633, 0.548], [2.580, -0.548, 1.145], [2.450, 0.214, 2.240], [-2.463, -1.611, 9.072], [-1.068, -2.695, 8.932], [-2.685, -3.281, 8.561], [-2.973, -0.207, 7.202], [-2.665, 0.386, 4.812], [-0.340, -3.120, 4.209], [-0.639, -3.733, 6.599], [0.083, 0.967, 4.568], [1.909, 2.401, 5.374], [4.094, 2.433, 4.245], [5.578, 1.513, 2.403], [5.816, -0.062, 0.485], [3.795, -1.276, -0.319], [-1.980, -0.277, -0.235], [-2.940, 0.775, 0.278], [-4.340, -0.173, 0.883], [-5.229, 0.479, 1.723], [-6.311, -0.214, 2.240], [-6.496, -1.548, 1.911], [-5.595, -2.194, 1.080], [-4.505, -1.509, 0.569], [-3.681, 1.261, -1.309], [-3.698, 2.616, -1.601], [-4.266, 3.057, -2.784], [-4.816, 2.141, -3.668], [-4.786, 0.786, -3.375], [-4.212, 0.340, -2.196], [-5.064, 1.515, 1.973], [-6.999, 0.281, 2.907], [-7.336, -2.091, 2.317], [-5.732, -3.237, 0.838], [-3.772, -2.018, -0.038], [-3.283, 3.318, -0.893], [-4.296, 4.112, -3.008], [-5.273, 2.485, -4.583], [-5.231, 0.074, -4.055], [-4.181, -0.714, -1.967], [1.447, -1.491, -1.423], [1.656, -0.292, -1.688], [1.168, 0.671, -1.076], [2.570, -0.006, -2.832], [2.495, -0.803, -3.967], [3.353, -0.571, -5.024], [4.295, 0.443, -4.912], [4.362, 1.256, -3.789], [3.486, 1.037, -2.743], [5.245, 0.650, -5.993], [5.078, 0.014, -7.006], [6.140, 1.435, -5.794], [1.757, -1.588, -4.009], [3.307, -1.159, -5.927], [5.088, 2.054, -3.756], [3.501, 1.654, -1.859], [-3.159, -1.564, -6.521], [-2.233, -1.241, -4.896], [-1.838, 0.046, -4.565], [-1.187, 0.231, -3.356], [-0.941, -0.754, -2.507], [-1.324, -1.979, -2.827], [-1.963, -2.283, -4.018], [-2.053, 0.876, -5.217], [-0.852, 1.215, -3.054], [-1.102, -2.744, -2.089], [-2.258, -3.294, -4.247]]
}